Density functional theory data (the ωB97M-V functional and the def2-TZVPD basis) for a 9-piece molecular cluster, C5H30NO8 overall in a non-equilibrium geometry.

Last column: Löwdin spin population.
CARTESIAN COORDINATES (ANGSTROEM)
C: -0.090 2.000 1.538  0.0000
C: -0.624 0.525 1.519  0.0005
C: -1.840 0.427 2.390  0.0008
C: -3.028 -0.392 1.880  0.0002
C: -3.935 0.359 0.925  0.0001
N: 0.470 -0.373 1.953  0.0021
H: 0.014 2.352 2.600  0.0000
H: 0.856 2.061 1.002  0.0000
H: -0.896 2.725 1.316  0.0000
H: -0.922 0.520 0.454  0.0000
H: -2.214 1.484 2.493  0.0002
H: -1.643 -0.092 3.365  0.0000
H: -3.635 -0.754 2.723  0.0001
H: -2.900 -1.407 1.497  0.0001
H: -4.742 -0.362 0.660  0.0001
H: -3.515 0.740 -0.015  0.0000
H: -4.447 1.233 1.383  0.0000
H: 1.368 -0.239 1.402  0.0006
H: 0.695 -0.268 2.981  0.0000
H: 0.032 -1.328 1.886  0.0000
H: -1.558 3.273 -2.294  0.0000
H: -0.934 2.613 -3.701  0.0000
O: -0.855 2.842 -2.775  0.0000
H: 2.084 1.786 -0.719  0.0000
H: 3.602 1.973 -0.600  0.0000
O: 2.873 1.474 -0.209  0.0002
H: -0.652 -1.072 -3.402  -0.0001
H: -0.901 -2.525 -3.748  0.0000
O: -0.525 -1.965 -3.052  0.0051
H: 0.949 -3.440 -0.612  0.0005
H: -0.617 -3.228 -0.393  0.0025
O: 0.259 -2.836 -0.246  0.1906
H: 2.856 -3.897 -1.268  -0.0041
H: 3.384 -3.296 0.155  0.0014
O: 2.704 -3.828 -0.306  0.3800
H: 0.791 3.853 -1.949  0.0000
H: 2.162 4.272 -1.190  0.0000
O: 1.452 3.638 -1.292  0.0001
H: 1.014 -2.142 -2.407  0.0048
H: 2.412 -1.821 -3.014  0.0037
O: 1.989 -2.193 -2.228  0.3401
H: 2.961 -0.155 0.234  -0.0002
H: 2.506 -1.564 0.260  -0.0015
O: 3.041 -0.972 0.805  0.0722

Output
* multiplicity: 2
* total charge: +2
* gap between HOMO and LUMO (alpha / beta): 10.55 / 2.93 eV

Density functional theory data (the ωB97M-V functional and the def2-TZVPD basis) for a 9-piece molecular cluster, C5H30NO8S overall in a non-equilibrium geometry.

Last column: natural (NBO) charge in e.
CARTESIAN COORDINATES (ANGSTROEM)
C: 1.232 1.510 -1.284  -0.6270
C: 0.398 0.773 -0.240  -0.0686
C: -0.570 1.710 0.420  -0.4942
C: -0.711 1.376 1.932  -0.5166
S: -0.541 -0.323 2.629  0.2030
C: -2.187 -1.043 2.389  -0.7806
N: -0.389 -0.314 -1.036  -0.6925
H: 2.023 0.786 -1.609  0.2079
H: 1.828 2.358 -1.033  0.2608
H: 0.602 1.758 -2.138  0.1994
H: 1.024 0.202 0.557  0.2748
H: -0.221 2.780 0.429  0.2903
H: -1.586 1.790 0.015  0.2137
H: 0.083 1.841 2.491  0.2325
H: -1.709 1.797 2.290  0.2298
H: -3.114 -0.486 2.360  0.2364
H: -2.246 -1.874 3.132  0.2344
H: -2.277 -1.604 1.432  0.1906
H: 0.180 -1.141 -1.210  0.4625
H: -1.218 -0.600 -0.497  0.4605
H: -0.650 0.148 -1.920  0.4330
H: 0.896 -3.260 0.349  0.5107
H: 2.425 -3.102 0.101  0.4849
O: 1.566 -2.703 -0.071  -0.9996
H: -0.844 -4.964 0.374  0.4899
H: -1.251 -3.826 1.321  0.4849
O: -0.921 -4.008 0.437  -0.9583
H: -4.952 -0.265 -0.039  0.4927
H: -4.577 1.095 -0.594  0.4935
O: -4.188 0.229 -0.370  -0.9569
H: 1.740 -2.529 -2.193  0.4841
H: 2.192 -2.253 -3.521  0.4825
O: 1.630 -1.825 -2.853  -0.9679
H: -3.238 -2.342 -1.446  0.4880
H: -3.318 -0.730 -1.540  0.5032
O: -2.764 -1.537 -1.685  -1.0053
H: 3.526 1.815 1.197  0.4803
H: 4.284 2.919 0.527  0.4587
O: 3.990 2.639 1.400  -0.9458
H: 4.025 -0.233 0.377  0.4860
H: 2.813 -0.362 -0.377  0.4803
O: 3.137 0.151 0.393  -0.9501
H: 1.238 4.946 0.371  0.4889
H: 1.559 4.485 -1.030  0.4784
O: 1.080 4.217 -0.236  -0.9531

Output
* multiplicity: 1
* total charge: +1
* gap between HOMO and LUMO: 8.93 eV

Density functional theory data (the ωB97M-V functional and the def2-TZVPD basis) for a 10-piece molecular cluster, C5H31N2O9 overall in a non-equilibrium geometry.

Last column: natural (NBO) charge in e.
CARTESIAN COORDINATES (ANGSTROEM)
C: -0.350 2.384 -1.153  -0.2395
C: -1.491 1.440 -1.462  -0.4189
C: -1.990 0.883 -0.087  -0.4550
N: -0.615 -2.213 1.679  -0.8321
C: -1.313 -1.030 1.420  0.0160
C: -1.300 -0.416 0.234  -0.3476
N: 0.819 1.570 -0.798  -0.7138
H: -0.502 3.206 -0.472  0.2631
H: -0.061 2.975 -2.033  0.2150
H: -2.305 1.714 -2.132  0.2477
H: -1.083 0.618 -2.066  0.2034
H: -3.077 0.784 -0.019  0.2237
H: -1.788 1.683 0.623  0.2336
H: -0.404 -2.752 0.852  0.3943
H: -1.010 -2.810 2.388  0.3822
H: -1.910 -0.723 2.273  0.1968
H: -0.737 -0.940 -0.536  0.1918
H: 0.992 0.892 -1.552  0.4653
H: 1.716 2.022 -0.598  0.4622
H: 0.690 1.018 0.051  0.4463
H: 2.233 -4.546 0.751  0.4745
H: 1.099 -4.561 -0.253  0.5032
O: 1.756 -3.967 0.144  -0.9810
H: 0.585 2.614 2.174  0.4820
H: -0.821 3.145 2.314  0.4965
O: -0.057 3.171 1.700  -0.9993
H: 3.069 -1.045 -0.826  0.4722
H: 2.190 -1.645 0.044  0.5019
O: 2.137 -0.896 -0.581  -0.9717
H: -3.031 3.292 3.204  0.4945
H: -2.120 2.440 4.158  0.4889
O: -2.330 2.634 3.241  -0.9596
H: -2.786 -1.892 -3.884  0.4979
H: -3.106 -2.185 -2.292  0.4928
O: -2.472 -1.968 -2.982  -0.9877
H: 0.969 0.101 2.310  0.5070
H: 2.051 0.842 3.101  0.4947
O: 1.554 0.873 2.266  -0.9855
H: 2.968 0.266 -2.663  0.4851
H: 1.686 -0.577 -3.077  0.4929
O: 2.088 0.299 -3.051  -0.9494
H: -1.264 -4.930 -1.525  0.4877
H: -0.820 -3.488 -1.671  0.4927
O: -0.662 -4.282 -1.143  -0.9718
H: 4.311 2.377 0.703  0.4969
H: 3.021 1.510 0.919  0.4943
O: 3.473 2.111 0.309  -0.9847

Output
* relative energy (zero: lowest compared OMol25 entry of this formula, charge and spin): 47.40 kcal per mole
* multiplicity: 1
* total charge: +1
* gap between HOMO and LUMO: 8.47 eV

multiplicity of number 2 (C5H30NO8S)? 1